Entry 1:
Here is a molecular structure, C51H48INOP3STi from OMol25. Energies are from ωB97M-V/def2-TZVPD.

Calculated values
2S+1 = 1
LUMO = -9.09 eV
Total charge = +3
Frontier orbital gap = 5.253 eV
Energy relative to the best compared isomer or geometry (same formula, charge and spin) = 1.20 kJ/mol
Total energy = -4670.80780 a.u.

Last column: Mulliken charge in e.
Atoms and positions in Å:
1 Ti 0.522 0.340 1.113  -0.696
2 I 1.199 2.786 2.343  0.280
3 C 0.265 2.440 4.202  0.583
4 C 1.104 2.723 5.247  -0.689
5 C 0.636 2.658 6.567  -0.960
6 C -0.668 2.330 6.780  -0.768
7 C -1.541 2.031 5.708  1.206
8 C -2.887 1.722 6.024  -0.951
9 C -3.778 1.426 5.043  -1.268
10 C -3.336 1.385 3.712  -0.301
11 C -2.041 1.674 3.331  0.814
12 P -1.758 1.488 1.526  1.086
13 C -3.089 0.404 0.960  -0.295
14 C -4.320 0.929 0.562  0.347
15 C -5.345 0.075 0.179  -0.925
16 C -5.144 -1.299 0.178  -0.779
17 C -3.920 -1.827 0.573  -0.719
18 C -2.899 -0.976 0.967  -0.247
19 C -2.015 3.094 0.762  0.868
20 C -2.026 3.191 -0.633  -0.281
21 C -2.225 4.418 -1.240  -0.929
22 C -2.407 5.556 -0.461  -0.898
23 C -2.395 5.464 0.923  -0.773
24 C -2.201 4.236 1.540  -0.805
25 C -1.094 2.050 4.349  -0.411
26 H 2.130 3.018 5.068  0.472
27 H 1.302 2.886 7.387  0.442
28 H -1.068 2.296 7.785  0.446
29 H -3.188 1.736 7.064  0.450
30 H -4.811 1.205 5.271  0.487
31 H -4.065 1.102 2.969  0.578
32 H -4.482 2.001 0.559  0.519
33 H -6.302 0.484 -0.117  0.514
34 H -5.944 -1.962 -0.124  0.465
35 H -3.771 -2.899 0.580  0.516
36 H -1.953 -1.399 1.294  0.274
37 H -1.898 2.310 -1.251  0.436
38 H -2.246 4.488 -2.320  0.547
39 H -2.569 6.516 -0.935  0.450
40 H -2.550 6.349 1.527  0.514
41 H -2.214 4.173 2.621  0.501
42 C 4.017 -3.062 -5.725  -0.848
43 S 3.712 -3.765 -4.097  0.033
44 C 2.024 -3.185 -3.815  0.065
45 C 1.485 -3.878 -2.568  -0.728
46 C 0.372 -3.123 -1.864  -1.373
47 N 0.828 -1.743 -1.473  2.449
48 P 1.639 -1.551 -0.003  0.575
49 C 2.233 -3.064 0.717  0.864
50 C 1.368 -3.870 1.464  -0.458
51 C 1.820 -5.081 1.956  -0.971
52 C 3.130 -5.480 1.711  -0.693
53 C 3.995 -4.673 0.983  -0.738
54 C 3.554 -3.458 0.483  -0.504
55 C 2.988 -0.398 -0.193  0.335
56 C 3.625 -0.056 -1.389  -0.614
57 C 4.556 0.962 -1.385  -0.592
58 C 4.837 1.667 -0.208  -0.768
59 C 4.201 1.346 0.974  -0.645
60 C 3.267 0.307 0.986  -0.667
61 P -0.200 -0.327 -1.449  0.259
62 C 0.741 1.014 -2.225  1.173
63 C 1.137 1.042 -3.565  -0.581
64 C 1.790 2.152 -4.071  -0.883
65 C 2.041 3.257 -3.264  -0.955
66 C 1.655 3.250 -1.933  -0.927
67 C 1.018 2.125 -1.435  0.585
68 C -1.531 -0.672 -2.620  1.429
69 C -1.209 -1.261 -3.852  -0.526
70 C -2.181 -1.408 -4.823  -1.231
71 C -3.479 -0.966 -4.584  -1.020
72 C -3.798 -0.383 -3.369  -1.064
73 C -2.829 -0.238 -2.387  -0.167
74 H 5.031 -3.341 -6.005  0.387
75 H 3.946 -1.975 -5.708  0.232
76 H 3.327 -3.476 -6.459  0.281
77 H 1.402 -3.413 -4.685  0.489
78 H 2.033 -2.098 -3.678  -0.572
79 H 2.302 -4.046 -1.862  0.204
80 H 1.105 -4.868 -2.828  0.590
81 H 0.052 -3.668 -0.975  0.388
82 H -0.504 -3.019 -2.497  0.979
83 H 0.347 -3.556 1.654  0.537
84 H 1.158 -5.716 2.529  0.481
85 H 3.480 -6.430 2.094  0.442
86 H 5.012 -4.993 0.800  0.488
87 H 4.227 -2.836 -0.093  0.502
88 H 3.395 -0.595 -2.300  0.382
89 H 5.081 1.213 -2.298  0.553
90 H 5.576 2.458 -0.223  0.461
91 H 4.447 1.872 1.887  0.697
92 H 2.874 -0.046 1.944  0.539
93 H 0.933 0.207 -4.222  0.411
94 H 2.091 2.167 -5.111  0.515
95 H 2.532 4.127 -3.681  0.488
96 H 1.844 4.106 -1.299  0.594
97 H 0.711 2.144 -0.382  -0.903
98 H -0.206 -1.617 -4.054  0.240
99 H -1.929 -1.869 -5.769  0.532
100 H -4.236 -1.081 -5.348  0.436
101 H -4.807 -0.040 -3.179  0.577
102 H -3.095 0.213 -1.444  0.574
103 C -0.002 -1.229 3.790  -0.882
104 O 0.240 -0.515 2.567  0.460
105 H -0.508 -0.554 4.476  0.329
106 H 0.959 -1.546 4.186  0.345
107 H -0.631 -2.087 3.564  0.316

---

Entry 2:
Here is a molecular structure, C20H20F3N7O9STc from OMol25. Energies are from ωB97M-V/def2-TZVPD.

Calculated values
2S+1 = 4
<S²> = 3.7675
LUMO (spin up / spin down) = -0.65 / -1.61 eV
Total charge = 0
Frontier orbital gap (spin up / spin down) = 7.594 / 6.638 eV
Energy relative to the best compared isomer or geometry (same formula, charge and spin) = 0.00 kJ/mol
Total energy = -2613.20558 a.u.

Last column: Mulliken charge in e.
Atoms and positions in Å:
1 Tc -0.373 -0.265 0.103  1.031
2 O 2.435 2.552 -1.934  -0.727
3 C 3.495 1.733 -1.820  0.538
4 C 4.637 2.094 -2.539  -0.672
5 C 5.778 1.328 -2.478  -0.349
6 C 5.822 0.176 -1.692  -0.786
7 C 4.706 -0.186 -0.976  -0.712
8 C 3.531 0.575 -1.024  0.137
9 C 2.374 0.126 -0.248  1.206
10 O 1.231 0.786 -0.415  -0.345
11 N 2.458 -0.849 0.605  -0.987
12 N 1.225 -0.955 1.243  0.729
13 C 1.237 -1.247 2.492  -0.586
14 C 0.111 -1.029 3.363  0.891
15 C 0.120 -1.598 4.645  -0.667
16 C -0.866 -1.313 5.559  -0.747
17 C -1.870 -0.404 5.212  -0.652
18 C -1.890 0.187 3.967  -0.501
19 C -0.916 -0.128 3.012  0.314
20 O -0.999 0.455 1.820  -0.370
21 H 1.682 2.168 -1.453  0.234
22 H 4.586 2.988 -3.146  0.442
23 H 6.648 1.626 -3.050  0.383
24 H 6.717 -0.430 -1.653  0.412
25 H 4.706 -1.079 -0.367  0.451
26 H 2.187 -1.568 2.913  0.451
27 H 0.929 -2.270 4.906  0.438
28 H -0.852 -1.765 6.541  0.428
29 H -2.638 -0.151 5.931  0.424
30 H -2.663 0.893 3.690  0.462
31 C -1.138 3.221 -2.253  -1.527
32 C -1.831 2.716 -0.995  1.946
33 C -2.858 3.709 -0.473  -1.853
34 O -0.811 2.498 -0.022  -0.372
35 C -2.533 1.388 -1.341  0.030
36 O -3.557 1.370 -1.974  -0.641
37 O -1.918 0.281 -0.960  -0.305
38 H -0.651 4.173 -2.038  0.451
39 H -1.871 3.358 -3.047  0.378
40 H -0.390 2.504 -2.592  0.135
41 H -2.373 4.666 -0.280  0.423
42 H -3.312 3.346 0.453  0.471
43 H -3.652 3.843 -1.204  0.369
44 H -1.206 2.502 0.859  0.273
45 N -3.442 -4.146 2.387  -0.648
46 N -2.894 -3.354 1.395  1.081
47 N -3.119 -3.575 0.120  -1.032
48 C -2.340 -2.668 -0.445  -0.439
49 N -1.690 -1.956 0.485  0.776
50 N -2.061 -2.411 1.666  -0.383
51 H -4.361 -4.431 2.066  0.309
52 H -3.517 -3.576 3.223  0.289
53 H -2.255 -2.503 -1.504  0.583
54 F -0.359 -3.447 -3.498  -0.223
55 C -0.490 -2.162 -3.841  0.472
56 F -0.225 -2.032 -5.134  -0.202
57 F -1.762 -1.805 -3.623  -0.201
58 S 0.644 -1.106 -2.857  0.913
59 O 1.952 -1.617 -3.101  -0.569
60 O 0.316 0.239 -3.210  -0.656
61 O 0.156 -1.476 -1.469  -0.720

---

Entry 3:
Here is 3 unconnected molecules or ions with the total composition C18H35O11PS3 from OMol25. Energies are from ωB97M-V/def2-TZVPD.

Calculated values
2S+1 = 1
SMILES = C[C@@H](COC(=O)CS[C@@H]1OC(=O)O[C@H]1[PH2]=S)OC(=O)CS.COCCOC.COCCOC
LUMO = -0.06 eV
Total charge = 0
Frontier orbital gap = 9.034 eV
Total energy = -3070.30290 a.u.

Last column: Mulliken charge in e.
Atoms and positions in Å:
1 C 2.309 -1.420 0.410  -0.537
2 C 3.621 -0.698 0.143  0.482
3 C 3.405 0.481 -0.794  -0.924
4 O 2.697 1.505 -0.093  -0.332
5 C 1.700 2.121 -0.759  0.291
6 O 1.826 2.571 -1.860  -0.498
7 C 0.412 2.190 0.027  -0.383
8 S -0.797 1.134 -0.825  -0.138
9 C -1.728 0.409 0.561  -0.275
10 O -1.366 0.890 1.856  -0.431
11 C -1.256 -0.187 2.692  0.632
12 O -0.719 -0.177 3.742  -0.515
13 O -1.846 -1.268 2.101  -0.343
14 C -1.544 -1.102 0.715  0.655
15 P -2.697 -2.065 -0.373  0.148
16 S -4.210 -2.874 0.508  -0.335
17 O 4.180 -0.138 1.337  -0.327
18 C 5.085 -0.805 2.092  0.626
19 O 5.896 -0.182 2.704  -0.553
20 C 5.002 -2.316 2.225  -0.550
21 S 5.880 -3.262 0.947  -0.158
22 H 1.520 -0.675 0.539  -0.358
23 H 2.054 -2.072 -0.427  0.425
24 H 2.339 -2.005 1.327  0.399
25 H 4.355 -1.333 -0.358  0.101
26 H 2.820 0.147 -1.655  0.280
27 H 4.360 0.855 -1.164  0.465
28 H 0.570 1.876 1.053  0.363
29 H 0.046 3.216 0.029  0.522
30 H -2.789 0.637 0.422  0.569
31 H -0.515 -1.426 0.532  -0.232
32 H -1.837 -2.965 -1.018  0.099
33 H -2.977 -1.114 -1.370  0.082
34 H 5.539 -2.540 3.144  0.332
35 H 3.986 -2.686 2.338  0.288
36 H 4.886 -3.335 0.056  0.111
37 C -4.566 -0.515 3.722  -0.372
38 O -5.974 -0.575 3.575  -0.401
39 C -6.551 -1.747 4.123  -0.465
40 C -7.140 -1.511 5.498  -0.534
41 O -6.155 -1.166 6.457  -0.377
42 C -6.055 0.225 6.698  -0.735
43 H -4.266 0.514 3.516  0.255
44 H -4.253 -0.774 4.736  0.354
45 H -4.082 -1.186 3.008  -0.016
46 H -5.810 -2.553 4.167  0.310
47 H -7.352 -2.063 3.449  0.399
48 H -7.615 -2.436 5.838  0.366
49 H -7.911 -0.735 5.445  0.316
50 H -6.874 0.570 7.338  0.324
51 H -6.063 0.798 5.768  0.321
52 H -5.111 0.398 7.213  0.253
53 C 1.769 2.775 -7.749  -0.733
54 O 2.504 3.351 -6.687  -0.395
55 C 2.176 2.825 -5.411  -0.501
56 C 3.165 1.778 -4.948  0.292
57 O 3.166 0.624 -5.775  -0.399
58 C 4.207 0.610 -6.733  -0.746
59 H 2.274 3.042 -8.676  0.248
60 H 1.726 1.686 -7.668  0.319
61 H 0.748 3.172 -7.777  0.320
62 H 1.165 2.404 -5.419  0.350
63 H 2.190 3.653 -4.698  0.301
64 H 2.881 1.462 -3.942  -0.274
65 H 4.170 2.211 -4.896  0.331
66 H 5.162 0.343 -6.268  0.323
67 H 4.312 1.578 -7.229  0.326
68 H 3.956 -0.145 -7.477  0.256

---

Entry 4:
Here is 2 unconnected molecules or ions with the total composition C3H10NO at a distorted geometry from OMol25. Energies are from ωB97M-V/def2-TZVPD.

Calculated values
2S+1 = 2
<S²> = 0.7532
LUMO (spin up / spin down) = 0.92 / 0.92 eV
Total charge = 0
Frontier orbital gap (spin up / spin down) = 6.644 / 11.169 eV
Energy relative to the best compared isomer or geometry (same formula, charge and spin) = 77.45 kJ/mol
Total energy = -250.18732 a.u.

Last column: Mulliken charge in e.
Atoms and positions in Å:
1 C -2.142 -0.872 2.322  -0.552
2 N -2.141 -1.376 1.063  -0.298
3 H -2.755 -1.333 3.133  0.262
4 H -1.450 -0.069 2.468  0.257
5 H -1.735 -0.954 0.249  0.175
6 H -2.542 -2.293 0.946  0.169
7 C 0.802 0.507 -0.970  -0.150
8 O 1.214 -0.522 -0.074  -0.499
9 C 1.829 1.408 -1.619  -1.008
10 H 0.287 0.014 -1.788  0.229
11 H 0.037 1.058 -0.396  0.250
12 H 2.117 -0.759 -0.318  0.278
13 H 1.631 1.777 -2.634  0.282
14 H 1.973 2.260 -0.954  0.296
15 H 2.874 1.153 -1.429  0.310